Model i:
Density functional theory data (ωB97M-V/def2-TZVPD) for a 2-piece molecular cluster, C6H11P overall.

```
! RIJCOSX wB97M-V def2-TZVPD def2/J DEFGRID3
* xyz 0 1
C -1.37 -1.77 -0.36
C -1.76 -0.57 -1.31
C -0.16 -1.17 0.36
C -0.67 0.48 -1.27
C 0.25 0.11 -0.37
C 2.29 0.89 0.99
P 2.21 2.69 1.15
H -2.10 -2.01 0.44
H -1.06 -2.67 -0.95
H -2.11 -0.94 -2.33
H -2.78 -0.17 -1.04
H -0.35 -1.05 1.39
H 0.59 -1.88 0.36
H -0.63 1.37 -1.81
H 2.09 0.27 1.87
H 3.14 0.54 0.32
H 1.22 2.74 2.19
H 1.20 3.16 0.36
*
```

Calculated values
HOMO level (alpha / beta)	-0.3153 / -0.3021	Ha


Model ii:
Density functional theory data (ωB97M-V/def2-TZVPD) for a 2-piece molecular cluster, C6H11P overall.

```
! RIJCOSX wB97M-V def2-TZVPD def2/J DEFGRID3
* xyz 0 1
C 1.69 -0.20 0.24
C 0.60 -1.00 1.10
C -0.30 -0.57 -1.07
C 0.44 0.49 -0.41
C -0.49 -0.35 0.41
C 0.41 1.95 -0.84
P -4.04 -1.24 0.40
H 2.28 0.50 0.78
H 2.38 -0.83 -0.42
H 0.70 -2.06 0.85
H 0.58 -0.78 2.20
H -1.12 -0.16 -1.53
H 0.17 -1.49 -1.38
H 1.44 2.26 -1.11
H 0.19 2.71 0.08
H -0.31 2.18 -1.62
H -1.48 -0.11 0.68
H -3.13 -1.29 1.64
*
```

Calculated values
HOMO level (alpha / beta)	-0.3238 / -0.3280	Ha


Stability, highest: model ii


Model i:
Density functional theory data (ωB97M-V/def2-TZVPD) for an isolated molecule of C6H11P.

```
! RIJCOSX wB97M-V def2-TZVPD def2/J DEFGRID3
* xyz 0 1
C 0.87 -1.96 -0.31
C 0.70 -0.48 0.10
C 1.18 0.71 -0.69
C -0.08 1.56 -0.37
C -0.64 0.22 0.37
P -2.76 -0.32 -0.02
C 0.29 -0.04 1.48
H -0.13 -2.39 -0.65
H 1.26 -2.62 0.53
H 1.78 -2.01 -1.17
H 1.24 0.49 -1.83
H 2.20 1.23 -0.53
H -0.18 2.49 0.33
H -0.62 1.79 -1.34
H -2.78 0.53 -1.10
H -3.18 0.66 0.96
H 0.02 -0.73 2.29
H 0.82 0.87 1.93
*
```

Calculated values
HOMO level	-0.3312	Ha
SMILES	C[C@@]12CC[C@]1(P)C2


Model ii:
Density functional theory data (ωB97M-V/def2-TZVPD) for an isolated molecule of C6H11P.

```
! RIJCOSX wB97M-V def2-TZVPD def2/J DEFGRID3
* xyz 0 1
C 1.28 -1.30 0.90
C 0.58 0.00 0.44
P 2.03 0.97 -0.24
C -0.60 1.04 1.38
C -1.67 1.11 0.66
C -1.63 0.52 -0.73
C -0.33 -0.33 -0.79
H 1.49 -2.00 0.14
H 0.50 -1.80 1.47
H 2.12 -1.00 1.56
H 1.26 2.06 -0.90
H 2.26 0.13 -1.45
H -0.37 1.42 2.30
H -2.52 1.63 1.10
H -2.60 -0.01 -0.78
H -1.59 1.41 -1.36
H -0.73 -1.41 -0.79
H 0.14 -0.31 -1.68
*
```

Calculated values
HOMO level	-0.3222	Ha
SMILES	C[C@]1(P)C=CCC1


Stability, highest: model ii


Model i:
Density functional theory data (ωB97M-V/def2-TZVPD) for a 3-piece molecular cluster, C5H15NO2 overall.

```
! RIJCOSX wB97M-V def2-TZVPD def2/J DEFGRID3
* xyz 0 1
C 0.83 -0.59 0.98
C 0.52 -1.55 -0.19
C 0.20 -0.78 -1.48
C -1.27 -1.12 -1.75
C -1.78 -1.59 -0.40
N -0.63 -2.37 0.13
H 0.60 -1.14 1.89
H 0.30 0.36 1.00
H 1.87 -0.31 0.95
H 1.43 -2.14 -0.26
H 0.25 0.31 -1.32
H 0.82 -0.95 -2.36
H -1.83 -0.29 -2.21
H -1.45 -1.92 -2.48
H -2.63 -2.28 -0.51
H -2.09 -0.87 0.35
H -0.58 -3.23 -0.41
O -1.44 5.15 -0.44
H -0.56 4.92 -0.77
H -1.61 4.51 0.26
O 3.41 2.00 3.07
H 2.97 1.72 2.26
H 2.67 2.15 3.67
*
```

Calculated values
HOMO level	-0.3411	Ha
SMILES	C[C@@H]1CCCN1.O.O


Model ii:
Density functional theory data (ωB97M-V/def2-TZVPD) for a 3-piece molecular cluster, C5H15NO2 overall.

```
! RIJCOSX wB97M-V def2-TZVPD def2/J DEFGRID3
* xyz 0 1
C -0.60 -2.65 -1.54
C -0.77 -1.15 -1.39
C -0.44 -0.43 -0.32
C -0.57 1.09 -0.40
C 0.69 1.68 0.25
N 0.75 1.41 1.69
H 0.15 -2.75 -2.33
H -1.56 -3.04 -1.89
H -0.27 -3.16 -0.63
H -0.89 -0.69 -2.37
H -0.33 -0.93 0.64
H -0.55 1.32 -1.46
H -1.49 1.36 0.12
H 0.75 2.74 -0.01
H 1.54 1.19 -0.26
H 1.37 2.02 2.19
H -0.18 1.25 2.05
O -2.93 -0.87 1.67
H -2.65 -0.50 0.83
H -2.56 -0.33 2.37
O 3.62 0.80 -0.48
H 3.46 0.88 0.47
H 2.94 0.19 -0.78
*
```

Calculated values
HOMO level	-0.3422	Ha
SMILES	C/C=C/CCN.O.O


Model iii:
Density functional theory data (ωB97M-V/def2-TZVPD) for a 3-piece molecular cluster, C5H15NO2 overall.

```
! RIJCOSX wB97M-V def2-TZVPD def2/J DEFGRID3
* xyz 0 1
C 1.72 -1.56 0.52
C 0.59 -0.83 -0.14
C 0.48 0.49 -0.24
C 1.62 1.42 -0.03
N -0.63 1.05 -0.95
C -1.31 2.22 -0.27
H 1.25 -2.40 1.01
H 2.61 -1.68 -0.12
H 2.08 -0.92 1.35
H -0.20 -1.45 -0.56
H 2.59 0.93 -0.26
H 1.68 1.76 0.99
H 1.81 2.35 -0.61
H -0.47 1.32 -1.91
H -0.97 2.17 0.77
H -0.94 3.19 -0.64
H -2.36 2.03 -0.37
O -1.81 -1.06 -2.18
H -1.01 -1.05 -2.70
H -1.99 -0.15 -1.93
O -0.50 -1.57 2.94
H 0.28 -2.06 3.25
H -0.02 -0.78 2.65
*
```

Calculated values
HOMO level	-0.3232	Ha
SMILES	C/C=C(\C)NC.O.O


Model iv:
Density functional theory data (ωB97M-V/def2-TZVPD) for a 3-piece molecular cluster, C5H15NO2 overall.

```
! RIJCOSX wB97M-V def2-TZVPD def2/J DEFGRID3
* xyz 0 1
C 2.20 0.85 1.56
C 2.50 0.96 0.09
C 1.87 -0.08 -0.91
C 0.35 0.11 -1.10
C -0.45 -0.78 -1.71
N -1.80 -0.95 -1.48
H 2.68 1.56 2.26
H 1.11 1.11 1.55
H 2.36 -0.14 1.97
H 3.58 0.83 -0.11
H 2.41 1.96 -0.34
H 2.15 -1.05 -0.50
H 2.39 0.09 -1.86
H -0.11 0.78 -0.35
H 0.07 -1.53 -2.38
H -2.27 -0.18 -1.04
H -2.20 -1.86 -1.53
O -2.77 0.97 0.57
H -3.58 1.46 0.71
H -2.64 0.36 1.30
O -1.05 -1.02 1.95
H -0.57 -0.60 1.21
H -0.62 -1.89 1.93
*
```

Calculated values
HOMO level	-0.2807	Ha
SMILES	CCC/C=C/N.O.O


Stability, highest: model i


Model i:
Density functional theory data (ωB97M-V/def2-TZVPD) for a 2-piece molecular cluster, C5H15NO2 overall.

```
! RIJCOSX wB97M-V def2-TZVPD def2/J DEFGRID3
* xyz 0 1
C -0.53 -0.86 2.17
C -1.43 -0.61 0.97
C -0.65 -0.51 -0.33
C -1.47 -1.05 -1.54
N -0.29 0.88 -0.60
C 1.00 1.37 -0.93
O 1.19 1.59 -2.31
H 0.33 -0.18 2.27
H -1.09 -0.75 3.11
H -0.09 -1.86 2.22
H -2.03 -1.51 0.89
H -2.09 0.25 1.11
H 0.29 -1.06 -0.38
H -1.25 -0.43 -2.40
H -1.20 -2.06 -1.81
H -2.55 -1.05 -1.41
H -1.05 1.52 -0.46
H 1.73 0.61 -0.69
H 1.15 2.31 -0.40
H 0.49 2.11 -2.71
O 3.22 0.69 0.82
H 3.90 0.05 1.07
H 2.41 0.55 1.34
*
```

Calculated values
HOMO level	-0.3107	Ha
SMILES	CC[C@@H](C)NCO.O


Model ii:
Density functional theory data (ωB97M-V/def2-TZVPD) for a 2-piece molecular cluster, C5H15NO2 overall.

```
! RIJCOSX wB97M-V def2-TZVPD def2/J DEFGRID3
* xyz 0 1
C 0.03 -0.21 2.12
C 0.47 0.19 0.71
C 0.36 1.68 0.38
O 1.69 2.13 0.07
N -0.28 -0.53 -0.35
C 0.12 -1.93 -0.51
C -1.74 -0.42 -0.36
H -0.39 -1.21 2.11
H -0.75 0.48 2.48
H 0.85 -0.29 2.83
H 1.50 -0.12 0.57
H 0.00 2.23 1.25
H -0.32 1.94 -0.44
H 1.85 3.00 0.45
H 1.19 -1.91 -0.28
H 0.05 -2.23 -1.57
H -0.23 -2.72 0.14
H -2.22 -0.91 0.47
H -2.04 0.64 -0.27
H -2.08 -0.74 -1.34
O 0.39 0.56 -2.96
H 0.82 0.60 -2.11
H 0.74 -0.23 -3.38
*
```

Calculated values
HOMO level	-0.3089	Ha
SMILES	C[C@H](CO)N(C)C.O


Model iii:
Density functional theory data (ωB97M-V/def2-TZVPD) for a 2-piece molecular cluster, C5H15NO2 overall.

```
! RIJCOSX wB97M-V def2-TZVPD def2/J DEFGRID3
* xyz 0 1
C -1.97 -1.20 -0.30
N -0.77 -0.64 0.35
C 0.30 -0.42 -0.62
C 0.02 0.83 -1.51
C 1.69 -0.24 0.13
C 2.11 -1.64 0.62
O 1.59 0.67 1.17
H -2.43 -0.41 -0.94
H -2.71 -1.38 0.50
H -1.87 -2.19 -0.82
H -0.98 0.21 0.82
H 0.41 -1.40 -1.16
H 0.27 1.75 -0.98
H 0.50 0.71 -2.46
H -0.99 0.91 -1.86
H 2.49 0.21 -0.57
H 2.86 -1.74 1.42
H 2.21 -2.30 -0.19
H 1.30 -2.05 1.25
H 1.52 0.25 2.00
O -2.40 2.24 0.12
H -1.83 1.60 -0.28
H -1.78 3.06 0.53
*
```

Calculated values
HOMO level	-0.3258	Ha
SMILES	CN[C@@H](C)[C@H](C)O.O


Stability, highest: model i


Model i:
Density functional theory data (ωB97M-V/def2-TZVPD) for an isolated molecule of CH3NOP2S.

```
! RIJCOSX wB97M-V def2-TZVPD def2/J DEFGRID3
* xyz 0 1
C -0.91 -1.13 0.13
N -0.67 -0.55 1.30
O -0.31 1.38 -1.14
P 0.10 -1.53 -1.19
P 0.41 2.02 -0.03
S 0.52 0.48 1.64
H -2.09 -1.36 0.11
H 1.27 -1.65 -0.38
H 1.69 2.33 -0.44
*
```

Calculated values
HOMO level (alpha / beta)	-0.3132 / -0.3178	Ha


Model ii:
Density functional theory data (ωB97M-V/def2-TZVPD) for an isolated molecule of CH3NOP2S.

```
! RIJCOSX wB97M-V def2-TZVPD def2/J DEFGRID3
* xyz 0 1
C 0.47 0.92 1.18
N 1.47 0.11 1.20
O 0.64 0.92 -1.54
P -1.01 0.98 0.24
P 1.18 -0.44 -1.85
S 1.71 -1.17 0.22
H 0.72 1.66 1.86
H -1.04 -0.47 -0.26
H 0.00 -1.26 -2.35
*
```

Calculated values
HOMO level (alpha / beta)	-0.3209 / -0.3208	Ha


Stability, highest: model ii


Model i:
Density functional theory data (ωB97M-V/def2-TZVPD) for an isolated molecule of CH3NOP2S.

```
! RIJCOSX wB97M-V def2-TZVPD def2/J DEFGRID3
* xyz 0 1
C 1.08 0.84 0.70
N 0.10 1.60 0.55
O -0.89 -1.62 0.73
P 1.70 -0.54 -0.25
P -1.78 -0.86 -0.17
S -1.09 1.34 -0.44
H 1.72 1.11 1.70
H 0.63 -0.63 -1.23
H -1.47 -1.24 -1.58
*
```

Calculated values
HOMO level (alpha / beta)	-0.3257 / -0.3212	Ha


Model ii:
Density functional theory data (ωB97M-V/def2-TZVPD) for an isolated molecule of CH3NOP2S.

```
! RIJCOSX wB97M-V def2-TZVPD def2/J DEFGRID3
* xyz 0 1
C 0.38 0.18 1.53
N 1.16 1.07 1.11
O -0.58 -0.42 -0.96
P -0.19 -1.26 0.32
P -1.98 0.41 -1.37
S 1.72 1.65 -0.19
H -0.05 0.02 2.44
H 1.19 -1.75 -0.19
H -1.64 0.11 -2.69
*
```

Calculated values
HOMO level (alpha / beta)	-0.2980 / -0.3074	Ha


Stability, highest: model ii


Model i:
Density functional theory data (ωB97M-V/def2-TZVPD) for a 6-piece molecular cluster, C5H25N3O5 overall.

```
! RIJCOSX wB97M-V def2-TZVPD def2/J DEFGRID3
* xyz 0 1
C 2.50 1.89 1.17
N 1.38 1.22 0.44
C 0.60 0.20 1.22
C 0.47 0.26 2.87
C -0.90 0.10 0.84
N -1.18 0.14 -0.59
C -2.75 0.14 -0.84
N -3.53 -1.13 -0.86
H 2.08 2.67 1.92
H 3.29 2.20 0.47
H 3.12 1.20 1.92
H 0.75 1.91 0.15
H 0.94 -0.91 1.07
H 0.75 -0.85 3.23
H 1.23 0.97 3.26
H -0.41 0.62 3.29
H -1.52 0.95 1.31
H -1.32 -0.69 1.31
H -0.54 -0.40 -1.16
H -2.87 0.80 -1.70
H -3.21 0.62 -0.06
H -2.81 -1.90 -0.87
H -3.95 -1.27 0.06
O 1.77 0.96 -2.63
H 2.48 1.20 -1.95
H 1.71 1.84 -3.00
O 1.98 -3.08 -0.65
H 2.24 -2.18 -0.44
H 1.94 -3.20 -1.60
O 0.40 -1.22 -3.30
H 1.30 -1.41 -3.46
H 0.53 -0.19 -3.14
O -0.83 3.28 0.18
H -1.11 2.44 -0.30
H -1.45 3.47 0.92
O -1.25 -3.39 0.08
H -1.55 -3.92 0.84
H -0.30 -3.34 -0.01
*
```

Calculated values
HOMO level	-0.3167	Ha
SMILES	CN[C@@H](C)CNCN.O.O.O.O.O


Model ii:
Density functional theory data (ωB97M-V/def2-TZVPD) for a 6-piece molecular cluster, C5H25N3O5 overall.

```
! RIJCOSX wB97M-V def2-TZVPD def2/J DEFGRID3
* xyz 0 1
C 2.80 -2.04 0.76
C 1.91 -0.88 0.42
N 0.56 -1.13 0.96
C 1.93 -0.58 -1.10
N 1.20 0.67 -1.39
C -0.12 0.44 -2.01
C -0.94 1.74 -1.93
N -2.37 1.38 -2.10
H 2.48 -2.93 0.20
H 3.84 -1.83 0.46
H 2.76 -2.25 1.84
H 2.32 0.02 0.91
H -0.15 -0.46 0.68
H 0.18 -2.02 0.68
H 1.48 -1.48 -1.58
H 2.97 -0.53 -1.41
H 1.80 1.25 -1.96
H -0.66 -0.38 -1.44
H 0.04 0.14 -3.05
H -0.61 2.42 -2.77
H -0.77 2.27 -1.00
H -2.70 0.66 -1.37
H -2.93 2.20 -1.97
O 0.39 0.50 3.30
H 0.49 -0.34 2.91
H 0.66 1.10 2.57
O -2.98 -0.44 0.34
H -3.93 -0.31 0.50
H -2.45 0.11 1.06
O -1.46 -2.52 -0.51
H -2.03 -3.32 -0.58
H -2.02 -1.80 -0.17
O -1.82 1.26 2.00
H -1.17 1.78 1.50
H -1.32 0.87 2.76
O 0.59 2.06 1.09
H 0.82 1.53 0.25
H 1.22 2.84 1.16
*
```

Calculated values
HOMO level	-0.3305	Ha
SMILES	C[C@H](N)CNCCN.O.O.O.O.O


Stability, highest: model ii


Model i:
Density functional theory data (ωB97M-V/def2-TZVPD) for an isolated molecule of C6H11NOS.

```
! RIJCOSX wB97M-V def2-TZVPD def2/J DEFGRID3
* xyz 0 1
C 2.57 -0.85 0.15
N 1.88 0.40 -0.01
C 0.68 0.71 0.06
C 0.30 2.19 -0.10
S -0.96 2.92 0.49
C -0.59 -0.29 0.13
C -0.88 -0.60 -1.38
C -1.92 0.19 0.82
O -0.21 -1.47 0.86
H 2.63 -1.20 -0.89
H 2.20 -1.69 0.71
H 3.59 -0.78 0.44
H 0.84 2.82 -0.74
H -1.61 -1.44 -1.34
H -1.42 0.24 -1.70
H 0.06 -0.77 -1.89
H -1.90 0.23 1.87
H -2.20 1.16 0.32
H -2.63 -0.56 0.44
H -0.42 -1.21 1.76
*
```

Calculated values
HOMO level	-0.3071	Ha
SMILES	C/N=C(/C=S)C(C)(C)O


Model ii:
Density functional theory data (ωB97M-V/def2-TZVPD) for an isolated molecule of C6H11NOS.

```
! RIJCOSX wB97M-V def2-TZVPD def2/J DEFGRID3
* xyz 0 1
C 2.36 -1.15 -0.39
C 1.46 -0.16 -1.16
O 1.77 0.24 -2.32
C 0.10 0.39 -0.43
C -0.63 1.27 -1.45
N -0.77 -0.69 -0.01
C -1.55 -0.61 1.25
C -1.23 0.73 1.82
S 0.43 1.17 1.04
H 2.72 -1.96 -1.04
H 1.79 -1.47 0.51
H 3.18 -0.55 -0.01
H -0.93 0.69 -2.36
H 0.15 2.06 -1.84
H -1.52 1.81 -1.02
H -0.25 -1.52 0.00
H -1.22 -1.41 1.89
H -2.62 -0.76 1.11
H -1.26 0.57 2.91
H -1.98 1.33 1.50
*
```

Calculated values
HOMO level	-0.3202	Ha
SMILES	CC(=O)[C@@]1(C)NCCS1


Stability, highest: model ii